Run a
Formula: C4H6ClNO2S
Source: the Open Molecules 2025 dataset
Level of theory: ωB97M-V/def2-TZVPD

Bonds (Å) are listed after each position.
Element x y z (Å)
1 C 0.82 1.62 0.92  C2 1.765, H10 1.079, H11 1.067, H12 1.094
2 C -0.53 0.86 0.08  C1 1.765, Cl3 1.667, C4 1.445, S6 1.910
3 Cl -1.52 2.06 -0.52  C2 1.667
4 C -1.42 0.20 1.02  C2 1.445, N5 1.166
5 N -2.10 -0.44 1.71  C4 1.166
6 S 0.12 -0.32 -1.28  C2 1.910, C7 1.853, O8 1.461, O9 1.451
7 C 0.20 -1.92 -0.35  S6 1.853, H13 1.170, H14 1.118, H15 1.084
8 O -0.94 -0.47 -2.28  S6 1.461
9 O 1.46 0.06 -1.68  S6 1.451
10 H 1.23 0.72 1.35  C1 1.079
11 H 0.53 2.38 1.62  C1 1.067
12 H 1.49 2.02 0.16  C1 1.094
13 H 0.31 -2.04 0.81  C7 1.170
14 H -0.72 -2.43 -0.70  C7 1.118
15 H 1.08 -2.30 -0.87  C7 1.084

Its SMILES is C[C@](Cl)(C#N)S(C)(=O)=O. The value obtained for the HOMO energy is -10.90 eV. The gap between HOMO and LUMO is 11.29 eV. As for the LUMO energy: 0.39 eV.


Run b
Formula: C4H6ClNO2S
Source: the Open Molecules 2025 dataset
Level of theory: ωB97M-V/def2-TZVPD

Bonds (Å) are listed after each position.
Element x y z (Å)
1 C 0.43 1.74 0.16  C2 1.462, H10 1.055, H11 1.054, H12 1.036
2 C -0.45 1.03 -0.76  C1 1.462, S3 1.837, H13 1.030, H14 1.103
3 S 0.22 -0.67 -0.98  C2 1.837, O4 1.434, O5 1.448, C6 2.008
4 O 1.60 -0.51 -1.31  S3 1.434
5 O -0.66 -1.51 -1.76  S3 1.448
6 C 0.25 -1.42 0.89  S3 2.008, Cl7 1.766, C8 1.448, H15 1.075
7 Cl 1.24 -2.87 0.70  C6 1.766
8 C -1.15 -1.63 1.23  C6 1.448, N9 1.161
9 N -2.25 -1.69 1.58  C8 1.161
10 H 0.41 1.35 1.15  C1 1.055
11 H 1.38 1.70 -0.30  C1 1.054
12 H 0.23 2.75 0.15  C1 1.036
13 H -0.52 1.40 -1.72  C2 1.030
14 H -1.47 0.89 -0.37  C2 1.103
15 H 0.74 -0.58 1.35  C6 1.075

Its SMILES is CCS(=O)(=O)[C@H](Cl)C#N. The value obtained for the HOMO energy is -10.59 eV. The gap between HOMO and LUMO is 10.96 eV. As for the LUMO energy: 0.37 eV.


Ranking the structures above by energy, run b is first and the second is 0.642 eV behind.